One molecule with the formula C5H11N in a non-equilibrium geometry, computed with ωB97M-V/def2-TZVPD.

Summary:
Spin multiplicity: 1
HOMO energy (eV): -7.730
E_tot (Ha): -251.7461
Structure (SMILES): C/C=C/CCN
Kohn-Sham gap (eV): 8.48

Atoms and positions in Å:
H (2.416, 2.468, -0.366)
H (0.995, 0.859, -2.119)
C (0.279, 0.116, -0.280)
H (-0.518, -2.312, 0.113)
N (-1.496, -2.189, 0.363)
H (-2.776, -0.606, 1.099)
C (-1.712, -0.826, 0.926)
C (1.160, 0.842, -1.024)
C (2.449, 1.366, -0.373)
H (0.805, -0.727, 0.179)
H (-1.328, -0.935, 1.933)
H (2.557, 1.092, 0.679)
H (-1.232, 1.175, 0.921)
H (-1.986, -2.302, -0.520)
H (-1.796, 0.503, -0.735)
C (-1.145, 0.396, 0.142)
H (3.330, 1.078, -0.936)

***

One molecule with the formula CH4O3 in a non-equilibrium geometry, computed with ωB97M-V/def2-TZVPD.

Summary:
Spin multiplicity: 1
HOMO energy (eV): -10.579
E_tot (Ha): -266.0733
Structure (SMILES): OCOO
Kohn-Sham gap (eV): 11.28

Atoms and positions in Å:
C (0.585, 0.536, 0.068)
H (0.669, 0.595, -1.070)
O (-1.530, -0.446, -0.171)
H (0.870, -1.449, 0.098)
H (-2.390, -0.137, -0.386)
H (1.000, 1.279, 0.585)
O (1.470, -0.710, 0.247)
O (-0.674, 0.332, 0.629)

***

An isolated ion of composition C8H16NO and charge +1 in a non-equilibrium geometry, computed with ωB97M-V/def2-TZVPD.

Summary:
Spin multiplicity: 1
HOMO energy (eV): -13.445
Net charge: +1
E_tot (Ha): -444.0626
Structure (SMILES): C=CC(=O)[C@H](C)[N+](C)(C)C
Kohn-Sham gap (eV): 9.81

Atoms and positions in Å:
O (1.729, -1.299, 0.740)
H (-2.475, 1.034, -0.201)
H (4.103, -1.074, 0.066)
H (0.153, 0.997, -1.017)
C (3.950, -0.200, -0.562)
H (-1.340, 0.098, 1.904)
H (-1.859, 0.649, -1.779)
H (2.476, 1.259, -1.240)
H (0.192, 0.842, 1.984)
H (-0.112, -1.463, -1.774)
H (-2.260, -1.483, 1.408)
H (0.064, -2.301, -0.084)
N (-0.989, -0.439, -0.041)
C (1.710, -0.381, 0.003)
H (4.927, 0.225, -0.868)
H (-2.975, -0.423, -0.933)
C (-1.303, -0.809, 1.329)
H (-0.447, 2.287, 1.014)
C (2.721, 0.329, -0.665)
C (-0.617, -1.641, -0.815)
H (-0.500, -1.263, 1.769)
C (-2.157, 0.218, -0.782)
C (0.186, 0.450, -0.136)
C (0.387, 1.451, 1.032)
H (-1.394, -2.308, -0.892)
H (1.450, 1.893, 0.935)

***

C31H39Cl2N6O2SSiTa as an isolated structure, computed with ωB97M-V/def2-TZVPD.

Summary:
Spin multiplicity: 1
HOMO energy (eV): -13.765
Net charge: +2
E_tot (Ha): -3348.5844
Kohn-Sham gap (eV): 7.56

Atoms and positions in Å:
H (1.473, 3.654, 2.192)
C (-3.010, 1.862, -4.870)
H (-2.734, -2.275, -5.731)
N (-2.825, -0.263, 0.156)
C (-3.850, 2.967, -2.457)
H (-5.489, -0.692, -2.890)
H (-1.670, -3.645, -0.613)
N (1.500, 0.307, -0.479)
C (-0.903, -4.141, -0.019)
O (-0.845, 1.249, -1.375)
H (-2.630, 5.168, 0.398)
N (-1.161, 4.112, 1.442)
O (-1.205, -1.358, -1.600)
C (-2.939, -1.912, -4.733)
C (1.941, -0.943, -0.229)
S (-0.663, 1.529, 1.602)
Ta (-0.597, -0.293, -0.160)
H (1.183, 3.008, -0.273)
H (-2.679, 1.449, -5.813)
H (1.077, -4.596, -2.445)
C (0.388, -1.894, 3.210)
C (-4.489, -1.035, -3.123)
H (-0.887, -5.190, -0.327)
H (-0.919, -2.198, -4.040)
H (-5.012, -1.515, -5.136)
C (-0.706, 5.863, -0.290)
C (-1.921, -1.872, -3.798)
H (2.195, -5.380, 0.411)
C (-2.630, 2.295, -2.537)
H (1.163, 2.661, -2.002)
H (-1.092, 6.801, -0.687)
H (-5.599, 3.588, -3.523)
C (4.147, -0.268, -0.717)
H (0.938, -2.581, 2.582)
C (-4.230, 2.522, -4.786)
H (-5.734, 0.265, 1.606)
C (-4.652, 3.069, -3.580)
H (0.979, -2.847, -2.662)
C (1.394, -3.636, -2.032)
N (-4.959, -0.364, -0.302)
C (0.967, 4.479, 2.695)
C (-3.550, 0.123, 1.280)
H (2.604, 3.373, -1.262)
H (1.196, 5.407, 2.172)
Cl (1.324, -0.441, 3.454)
H (1.370, 4.556, 3.704)
H (-4.851, 2.618, -5.667)
H (-4.155, 3.407, -1.517)
H (2.911, -3.929, 1.091)
H (-5.814, -0.540, -0.804)
H (-1.728, 6.095, 1.598)
C (-0.532, 4.236, 2.769)
H (0.111, -2.325, 4.165)
C (2.337, 1.303, -0.840)
H (-0.751, 3.334, 3.338)
H (0.297, 6.051, 0.094)
C (1.961, -4.422, 0.884)
C (-2.196, -1.401, -2.523)
H (-3.070, 0.423, 2.192)
C (-2.213, 1.737, -3.745)
C (-4.868, 0.058, 1.003)
N (-1.968, 2.993, -0.354)
C (3.684, 1.023, -0.961)
H (-1.033, 5.062, 3.269)
C (3.280, -1.281, -0.350)
Si (0.821, -3.484, -0.264)
C (-3.477, -0.996, -2.160)
C (-1.638, 5.360, 0.801)
H (-1.209, -4.128, 1.028)
C (-1.284, 2.963, 0.816)
H (-1.263, 1.224, -3.803)
C (1.790, 2.667, -1.110)
H (2.481, -3.592, -2.115)
C (-1.781, 2.184, -1.342)
H (3.629, -2.283, -0.158)
H (4.368, 1.809, -1.245)
Cl (-1.179, -1.570, 2.376)
H (-0.643, 5.152, -1.112)
N (0.846, -1.718, 0.121)
C (-3.728, -0.557, -0.797)
C (-4.223, -1.489, -4.398)
H (5.203, -0.482, -0.817)
H (1.491, -4.664, 1.839)